A molecular structure, C17H22AgBr2Cl2N5O2. Source: the Open Molecules 2025 dataset; level of theory: ωB97M-V/def2-TZVPD.

Last column: Mulliken charge in e.
CARTESIAN COORDINATES (ANGSTROEM)
Ag  2.393  2.313  1.192  0.539
N  4.015  3.359  0.056  -0.554
C  4.004  2.992  -1.379  0.523
C  4.870  1.766  -1.659  -1.186
C  4.483  0.427  -1.021  0.356
C  3.251  -0.296  -1.579  -0.919
N  2.055  -0.064  -0.769  0.207
C  0.819  0.176  -1.192  0.642
N  0.573  0.496  -2.467  -0.431
N  -0.190  0.045  -0.318  -0.349
C  2.563  2.815  -1.888  0.310
O  2.459  2.380  -3.057  -0.820
O  1.631  3.127  -1.109  -0.738
H  3.762  4.336  0.154  0.310
H  4.949  3.253  0.437  0.208
H  4.425  3.812  -1.972  0.257
H  5.893  1.997  -1.342  0.490
H  4.901  1.649  -2.742  0.337
H  4.380  0.528  0.063  -0.432
H  5.336  -0.241  -1.161  0.312
H  3.440  -1.372  -1.581  0.417
H  3.054  0.010  -2.602  0.454
H  2.148  -0.260  0.221  -0.115
H  1.266  1.142  -2.892  0.246
H  -0.384  0.754  -2.656  0.285
H  0.051  0.006  0.669  0.008
H  -1.040  0.545  -0.526  0.157
Br  3.994  -1.886  2.103  -0.121
C  4.209  -0.405  3.322  -0.028
Br  5.616  0.801  2.793  -0.129
H  4.472  -0.813  4.288  0.416
H  3.274  0.144  3.323  -0.167
Cl  -2.485  2.287  -1.764  -0.227
C  -1.412  3.488  -0.986  0.328
Cl  -1.357  3.264  0.764  -0.136
H  -1.823  4.465  -1.202  0.378
H  -0.404  3.346  -1.369  -0.292
N  -2.906  -4.082  6.908  -0.508
C  -2.305  -3.349  6.258  -0.010
C  -1.553  -2.432  5.446  0.574
C  -0.537  -2.907  4.620  -0.720
C  0.185  -2.024  3.840  -0.355
C  -0.095  -0.654  3.870  0.046
C  -1.117  -0.189  4.703  -0.493
C  -1.841  -1.069  5.485  -0.635
C  0.654  0.261  3.057  0.470
C  1.279  1.053  2.372  -0.635
H  -0.319  -3.966  4.594  0.441
H  0.976  -2.386  3.197  0.368
H  -1.335  0.870  4.728  0.481
H  -2.631  -0.708  6.129  0.443

Properties
- orbital gap (eV) = 8.70
- HOMO (eV) = -8.597
- electronic energy (Eh) = -7300.65914
- ΔE to the lowest compared entry with this formula, charge and spin (kcal per mole) = 0.0